(1)
Cl2CuF2NO4S2 | ωB97M-V/def2-TZVPD

Geometry as ORCA input:
```
! wB97M-V def2-TZVPD RIJCOSX def2/J DEFGRID3
* xyz -2 1
Cu 18.70460 -21.23785 -5.66854
Cl 22.90131 -22.10000 -6.19562
Cl 17.82827 -18.01673 -8.74449
N 17.54066 -19.88565 -2.00456
S 15.91603 -19.79909 -1.37202
O 15.37251 -18.48743 -1.51172
O 15.47000 -20.70532 -0.27859
F 15.23994 -20.60653 -2.61481
S 18.19511 -19.28425 -0.77076
O 18.26880 -19.98853 0.51086
O 18.16897 -17.80383 -0.77527
F 19.70090 -19.60779 -1.27878
*
```

Computed properties:
Energy relative to the best compared isomer or geometry (same formula, charge and spin) ... 4.680 eV
LUMO level ... 1.45 eV
Max |F| ... 0.156 hartree/bohr
Energy ... -3912.64777 Eh

(2)
C24H28AuN4O3S | ωB97M-V/def2-TZVPD

Geometry as ORCA input:
```
! wB97M-V def2-TZVPD RIJCOSX def2/J DEFGRID3
* xyz 1 1
Au -1.79108 -2.10345 -0.56206
C 4.83065 -0.26655 0.23821
C 4.42271 -1.04695 -1.02095
C 5.27988 -2.30782 -1.12189
C 4.65972 -0.18190 -2.26887
C 2.94017 -1.37415 -0.93269
C 2.44397 -2.67132 -0.94845
C 1.08166 -2.89798 -0.87012
N 0.22046 -1.88824 -0.78136
C 0.65865 -0.60820 -0.76133
C 2.00431 -0.33742 -0.83509
C -0.40378 0.41987 -0.67915
C -0.18482 1.77800 -0.67634
C -1.25791 2.67514 -0.63971
C -2.53636 2.12907 -0.61507
C -2.70551 0.75743 -0.61201
N -1.66181 -0.06755 -0.63314
C -0.99189 4.17258 -0.64282
C -2.28640 4.98219 -0.58413
C -0.12989 4.52297 0.57973
C -0.23691 4.53231 -1.93222
H 5.89325 -0.02802 0.18738
H 4.65830 -0.85622 1.13993
H 4.28603 0.67397 0.33327
H 6.32939 -2.02177 -1.18431
H 5.04519 -2.88896 -2.01533
H 5.16625 -2.94831 -0.24550
H 5.72415 0.03437 -2.36216
H 4.13321 0.77204 -2.21305
H 4.33820 -0.69912 -3.17412
H 3.09879 -3.52577 -1.02112
H 0.64152 -3.88772 -0.87727
H 2.34032 0.68876 -0.82245
H 0.82731 2.15292 -0.71118
H -3.41653 2.75290 -0.59839
H -3.68178 0.29079 -0.60074
H -2.85324 4.77756 0.32587
H -2.92554 4.79157 -1.44795
H -2.04316 6.04429 -0.58662
H -0.63878 4.26092 1.50866
H 0.06325 5.59587 0.59027
H 0.83535 4.01489 0.56174
H -0.81856 4.26762 -2.81651
H 0.73006 4.03096 -1.99477
H -0.05350 5.60671 -1.95609
O -5.68903 -2.13223 0.55979
C -4.48891 -2.15362 0.62461
O -3.75992 -2.11201 -0.48806
C -3.80334 -2.18399 1.97492
C -4.60054 -2.30862 3.10435
C -3.98695 -2.31237 4.34488
C -2.60796 -2.18478 4.41152
C -1.89596 -2.06264 3.22999
N -2.47899 -2.06474 2.03301
H -5.67002 -2.39941 2.98479
H -4.57561 -2.41296 5.24671
H -2.08658 -2.18347 5.35840
H -0.81611 -1.96941 3.24207
O -1.59361 -6.41018 0.12456
S -2.33670 -5.17370 0.11924
N -1.64511 -4.05418 -0.59086
*
```

Computed properties:
Energy relative to the best compared isomer or geometry (same formula, charge and spin) ... 0.122 eV
LUMO level ... -4.02 eV
Max |F| ... 0.016 hartree/bohr
Energy ... -1909.74830 Eh

(3)
C6H22O4 | ωB97M-V/def2-TZVPD

Geometry as ORCA input:
```
! wB97M-V def2-TZVPD RIJCOSX def2/J DEFGRID3
* xyz 1 2
C -0.02892 0.75190 -2.43039
C 0.29255 1.17587 -1.01766
C 0.00420 -0.01321 -0.04696
C 1.12883 -1.02756 -0.02835
C -0.17190 0.57526 1.41681
C -0.42415 -0.50369 2.46032
H 0.79463 0.02744 -2.60300
H -0.87644 0.07487 -2.63082
H -0.10386 1.52572 -3.19253
H -0.12529 2.16966 -0.79248
H 1.36390 1.39828 -0.89960
H -0.82213 -0.51099 -0.55306
H 1.33453 -1.49224 -1.00119
H 0.82668 -1.82489 0.65021
H 2.08178 -0.70678 0.38939
H 0.63932 1.26347 1.64028
H -1.01503 1.26848 1.39883
H 0.45286 -1.03548 2.81487
H -0.92571 -0.01508 3.29861
H -1.14415 -1.23278 2.08088
H -3.53601 -1.07575 -1.75627
H -3.03785 -2.64221 -1.55754
O -3.06902 -1.85325 -2.10130
H -2.69350 0.93131 -0.82035
H -3.25448 0.02859 0.12563
O -3.52708 0.44987 -0.70509
H 4.15869 -0.18173 -2.12863
H 2.78146 0.08369 -1.39975
O 3.63312 -0.34842 -1.34158
H 2.09708 0.72124 2.88149
H 1.12060 1.07845 4.03285
O 2.04531 0.93996 3.81637
*
```

Computed properties:
Energy relative to the best compared isomer or geometry (same formula, charge and spin) ... 0.731 eV
LUMO level (alpha / beta) ... -3.11 / -10.28 eV
Max |F| ... 0.041 hartree/bohr
Energy ... -542.32913 Eh

(4)
C2H3BrO3S | ωB97M-V/def2-TZVPD

Geometry as ORCA input:
```
! wB97M-V def2-TZVPD RIJCOSX def2/J DEFGRID3
* xyz 0 1
C 0.82923 0.60357 0.44154
C 0.12364 0.21425 -0.91812
O -0.36576 -2.34593 0.24028
O -2.16116 -0.74716 0.44898
O 0.06472 -0.13419 1.36586
S -0.76435 -0.94502 0.30841
Br -1.20247 1.43472 -1.36918
H 1.99303 0.33218 0.59861
H 0.78168 1.66144 0.67649
H 0.70144 -0.07387 -1.79286
*
```

Computed properties:
Energy relative to the best compared isomer or geometry (same formula, charge and spin) ... 0.895 eV
LUMO level ... 0.49 eV
Max |F| ... 0.087 hartree/bohr
Energy ... -3275.85712 Eh